Entry from the Open Molecules 2025 dataset: a cluster of 4 separate species, C16H29N2O10Si in total in a non-equilibrium geometry (ωB97M-V with the def2-TZVPD basis set).

Summary:
energy	-48388.4601	eV
LUMO	-3.997	eV
total charge	+1
HOMO energy	-12.758	eV

Bonds (Å) are listed after each position.
Geometry (Å):
1 C -2.86543 -0.01794 3.25268  Si2 1.898, H9 1.136, H10 1.136, H11 1.127
2 Si -2.34982 -0.69652 1.55703  C1 1.898, C3 1.915, C4 1.921, N5 1.839
3 C -0.58538 -1.41538 1.74821  Si2 1.915, H12 1.146, H13 1.138, H14 1.134
4 C -2.19432 0.73212 0.28295  Si2 1.921, H15 1.131, H16 1.141, H17 1.135
5 N -3.41752 -2.05362 0.92521  Si2 1.839, N6 1.444, H18 1.039, H19 1.039
6 N -4.05222 -1.72714 -0.33061  N5 1.444, C7 1.293
7 C -3.85946 -2.73182 -1.12144  N6 1.293, O8 1.162
8 O -3.31808 -3.41444 -1.89071  C7 1.162
9 H -2.89938 -0.87785 3.99484  C1 1.136
10 H -3.88618 0.48046 3.23395  C1 1.136
11 H -2.13703 0.74506 3.64988  C1 1.127
12 H -0.53285 -2.33292 1.06405  C3 1.146
13 H -0.38732 -1.78729 2.80543  C3 1.138
14 H 0.20259 -0.68047 1.39392  C3 1.134
15 H -3.16099 1.30639 0.16359  C4 1.131
16 H -1.85498 0.27025 -0.70391  C4 1.141
17 H -1.38132 1.42763 0.66238  C4 1.135
18 H -2.80480 -2.87380 0.74523  N5 1.039
19 H -4.12060 -2.33917 1.63469  N5 1.039
20 C -1.91757 4.06813 8.37420  C21 1.513, H27 1.092, H28 1.092, H29 1.093
21 C -1.45128 3.50733 7.04891  C20 1.513, C22 1.502, O26 1.430, H30 1.095
22 C -2.44901 3.68004 5.93910  C21 1.502, O23 1.427, H31 1.090, H32 1.094
23 O -2.16282 2.56555 5.09510  C22 1.427, C24 1.362
24 C -1.63533 1.59442 5.89143  O23 1.362, O25 1.197, O26 1.357
25 O -1.47664 0.45672 5.55517  C24 1.197
26 O -1.31757 2.08488 7.11652  C21 1.430, C24 1.357
27 H -1.11998 3.99434 9.11618  C20 1.092
28 H -2.20819 5.11636 8.28213  C20 1.092
29 H -2.76214 3.49649 8.76627  C20 1.093
30 H -0.47789 3.92974 6.78010  C21 1.095
31 H -2.31330 4.61877 5.40139  C22 1.090
32 H -3.48860 3.60887 6.27163  C22 1.094
33 C 0.82631 0.58465 -5.40235  C34 1.511, H40 1.091, H41 1.092, H42 1.093
34 C 0.85010 -0.14395 -4.07842  C33 1.511, C35 1.502, O39 1.431, H43 1.095
35 C -0.42243 -0.00423 -3.29206  C34 1.502, O36 1.428, H44 1.091, H45 1.094
36 O 0.03487 -0.11792 -1.94389  C35 1.428, C37 1.365
37 C 1.33076 0.30946 -1.93241  O36 1.365, O38 1.192, O39 1.359
38 O 1.95086 0.54464 -0.94153  C37 1.192
39 O 1.81650 0.43442 -3.19553  C34 1.431, C37 1.359
40 H 1.73771 0.37269 -5.96327  C33 1.091
41 H -0.03039 0.28250 -6.00776  C33 1.092
42 H 0.79508 1.66748 -5.25627  C33 1.093
43 H 1.11209 -1.19639 -4.23046  C34 1.095
44 H -1.14176 -0.79076 -3.52483  C35 1.091
45 H -0.90819 0.96834 -3.41560  C35 1.094
46 C 5.74228 -2.85462 -3.70874  C47 1.513, H53 1.092, H54 1.092, H55 1.093
47 C 5.22394 -2.39871 -5.05487  C46 1.513, C48 1.503, O52 1.429, H56 1.095
48 C 4.74520 -0.97423 -5.06311  C47 1.503, O49 1.427, H57 1.090, H58 1.094
49 O 3.74340 -0.99265 -6.07897  C48 1.427, C50 1.362
50 C 3.25622 -2.26414 -6.12645  O49 1.362, O51 1.193, O52 1.361
51 O 2.26736 -2.58462 -6.71179  C50 1.193
52 O 4.04190 -3.11716 -5.41417  C47 1.429, C50 1.361
53 H 6.15654 -3.86211 -3.78583  C46 1.092
54 H 6.52222 -2.18770 -3.33638  C46 1.092
55 H 4.93468 -2.90471 -2.97432  C46 1.093
56 H 5.97797 -2.57114 -5.82946  C47 1.095
57 H 5.53950 -0.27120 -5.31575  C48 1.090
58 H 4.28268 -0.66312 -4.12129  C48 1.094